Density functional theory data (ωB97M-V/def2-TZVPD) for a 5-piece molecular cluster, C46H91Br2ClN5O14 overall.

multiplicity	1
LUMO	-0.170	Eh
net charge	+1
F_max	5.48	eV/A

Each line ends with the Löwdin charge.
Positions of all 159 atoms, in Å:
C  0.5845  -6.2399  3.8377  0.030
C  -0.7920  -6.0270  4.1423  -0.126
C  -1.9973  -6.4399  3.1345  -0.107
N  -2.7361  -5.2178  2.6660  0.015
C  -2.4072  -4.5765  1.3942  -0.127
C  -1.2719  -5.0851  0.4000  -0.088
C  0.0727  -4.2416  0.7749  -0.663
O  1.1772  -4.7064  0.4171  0.006
Cl  0.0404  -2.6670  1.7185  0.633
C  -3.1673  -3.2709  0.9558  -0.396
Br  -2.6877  -2.3446  -0.7521  0.830
C  -4.3106  -2.6239  1.8315  -0.099
C  -5.0977  -1.2950  1.3894  -0.582
Br  -6.1531  -1.5777  -0.3092  0.711
C  -4.1043  0.0081  1.2858  -0.255
C  -4.3042  0.8624  -0.0558  -0.187
C  -4.5947  -3.3877  3.1854  0.019
C  -5.7549  -2.8013  4.1516  -0.028
C  -5.1409  -1.9148  5.3318  -0.366
O  -5.5294  -2.1477  6.5185  0.044
O  -4.1544  -0.9132  5.1726  0.041
C  -3.7615  -4.6715  3.5540  0.033
C  -4.1096  -5.3393  4.9932  -0.121
O  -4.8633  -6.5510  4.7887  -0.165
C  -6.2722  -6.3828  5.0839  -0.142
C  -7.2116  -6.4011  3.7520  -0.160
O  -8.0001  -5.1951  3.6070  -0.212
C  -9.1931  -5.4802  2.8010  -0.157
C  -10.1762  -4.1752  2.8252  -0.166
O  -10.7761  -3.8936  1.5471  -0.178
C  -9.9725  -2.9872  0.7506  -0.252
C  -9.0118  -3.8184  -0.2342  -0.123
H  1.2722  -6.4721  4.7267  0.089
H  0.9331  -6.1283  2.7597  0.063
H  -1.0149  -5.5782  5.1816  0.103
H  -2.6832  -7.1903  3.6860  0.147
H  -1.4999  -7.0326  2.2982  0.124
H  -1.0108  -6.1905  0.4840  0.125
H  -1.5194  -4.9032  -0.7154  0.120
H  -5.8981  -0.9808  2.1611  0.089
H  -3.0164  -0.3761  1.2719  0.086
H  -4.2527  0.7124  2.1923  0.105
H  -5.3904  1.2335  -0.1976  0.074
H  -3.9335  0.2771  -0.9795  0.037
H  -3.6632  1.8273  -0.0393  0.092
H  -6.2158  -3.7288  4.6645  0.099
H  -6.6089  -2.3104  3.5789  0.132
H  -3.7220  -0.8628  6.0678  0.142
H  -4.5681  -4.6001  5.7303  0.131
H  -3.1004  -5.6650  5.4590  0.124
H  -6.5906  -7.3261  5.6752  0.143
H  -6.5165  -5.4968  5.7674  0.136
H  -6.5090  -6.5674  2.8440  0.142
H  -7.9674  -7.2743  3.8451  0.132
H  -8.9375  -5.7679  1.7231  0.123
H  -9.8168  -6.3393  3.2371  0.129
H  -10.9607  -4.3943  3.6420  0.138
H  -9.5220  -3.3189  3.2336  0.120
H  -10.6769  -2.3249  0.1246  0.129
H  -9.3494  -2.2446  1.3873  0.116
H  -8.0676  -4.0935  0.3466  0.049
H  -8.8079  -3.1578  -1.1558  0.068
H  -9.5649  -4.7733  -0.5554  0.092
C  1.7990  -2.7844  -6.3716  -0.113
O  2.4586  -2.0263  -5.3712  -0.194
C  2.8517  -0.7184  -5.7981  -0.192
C  1.9570  0.3593  -5.1732  -0.201
N  0.6041  0.3191  -5.7311  -0.051
C  -0.3883  1.0834  -4.9699  -0.190
C  -0.6078  0.7254  -3.4893  -0.214
O  -1.2327  -0.5362  -3.2694  -0.217
C  -0.3635  -1.6539  -3.3813  -0.112
H  1.7787  -3.8266  -6.0454  0.090
H  0.7653  -2.4549  -6.5009  0.069
H  2.3270  -2.7332  -7.3293  0.091
H  2.8875  -0.6345  -6.8898  0.126
H  3.8693  -0.5679  -5.4273  0.104
H  2.3928  1.3454  -5.3630  0.121
H  1.9518  0.1912  -4.0929  0.096
H  0.2906  -0.6448  -5.7723  0.062
H  -1.3424  0.9476  -5.4889  0.121
H  -0.1390  2.1470  -5.0451  0.119
H  -1.3008  1.4698  -3.0834  0.118
H  0.3048  0.8151  -2.8908  0.110
H  0.6419  -1.4399  -3.0105  0.095
H  -0.3310  -1.9947  -4.4167  0.073
H  -0.7793  -2.4733  -2.7905  0.028
C  -2.5549  2.8320  4.4734  -0.103
O  -3.8225  2.8345  3.8373  -0.204
C  -4.8860  2.3472  4.6595  -0.216
C  -5.7935  3.4890  5.1300  -0.204
N  -5.1145  4.3461  6.1017  -0.054
C  -5.7834  5.6275  6.3527  -0.190
C  -6.0261  6.5720  5.1619  -0.217
O  -4.8482  7.1567  4.6182  -0.176
C  -4.1085  6.3098  3.7546  -0.099
H  -1.7916  2.9642  3.7033  0.093
H  -2.4644  3.6609  5.1783  0.074
H  -2.3647  1.8843  4.9885  0.083
H  -4.5159  1.7504  5.4997  0.109
H  -5.4821  1.6826  4.0258  0.104
H  -6.6924  3.0677  5.5921  0.124
H  -6.0972  4.0499  4.2423  0.098
H  -4.1761  4.5437  5.7712  0.062
H  -5.1598  6.1608  7.0767  0.121
H  -6.7391  5.4280  6.8487  0.117
H  -6.6208  7.4099  5.5396  0.123
H  -6.6311  6.1133  4.3723  0.109
H  -4.7522  5.6598  3.1563  0.087
H  -3.3936  5.7221  4.3328  0.066
H  -3.5278  6.9370  3.0747  0.092
C  6.4987  0.8170  -5.3326  -0.106
O  5.3954  1.5962  -4.8976  -0.213
C  5.6005  2.2349  -3.6354  -0.195
C  5.8249  3.7416  -3.8047  -0.198
N  7.1180  4.0222  -4.4280  -0.068
C  7.2703  5.3969  -4.9174  -0.190
C  6.2608  5.9204  -5.9544  -0.213
O  6.3680  5.3227  -7.2409  -0.175
C  5.7705  4.0413  -7.3528  -0.096
H  6.1570  0.1757  -6.1483  0.086
H  7.3013  1.4487  -5.7193  0.073
H  6.8828  0.1790  -4.5299  0.094
H  6.4086  1.7654  -3.0635  0.119
H  4.6756  2.0945  -3.0674  0.118
H  5.7895  4.2241  -2.8220  0.123
H  4.9971  4.1286  -4.4043  0.097
H  7.2508  3.3948  -5.2144  0.071
H  8.2664  5.4525  -5.3677  0.110
H  7.2776  6.0728  -4.0553  0.122
H  6.4844  6.9814  -6.1052  0.123
H  5.2266  5.8851  -5.5956  0.110
H  4.8591  3.9529  -6.7558  0.086
H  6.4910  3.2696  -7.0772  0.067
H  5.5115  3.8744  -8.4006  0.092
C  10.8145  4.4568  -3.4686  -0.101
O  10.4016  4.6510  -2.1264  -0.188
C  9.1414  4.0506  -1.8145  -0.207
C  9.3218  2.8023  -0.9431  -0.207
N  9.9287  1.7053  -1.6984  -0.054
C  10.4283  0.6023  -0.8708  -0.198
C  11.4849  0.9142  0.2041  -0.222
O  12.7641  1.2692  -0.3068  -0.179
C  12.8729  2.6101  -0.7579  -0.095
H  11.6293  5.1546  -3.6743  0.093
H  11.1952  3.4444  -3.6231  0.072
H  10.0014  4.6585  -4.1730  0.067
H  8.5526  3.8363  -2.7145  0.086
H  8.5857  4.7911  -1.2302  0.120
H  8.3443  2.4799  -0.5683  0.117
H  9.9374  3.0896  -0.0867  0.096
H  10.7069  2.0661  -2.2400  0.062
H  10.8643  -0.1254  -1.5625  0.118
H  9.5725  0.1103  -0.3959  0.112
H  11.6422  -0.0098  0.7701  0.119
H  11.1410  1.6532  0.9357  0.109
H  12.2886  3.3037  -0.1481  0.089
H  12.5798  2.6745  -1.8068  0.067
H  13.9228  2.9059  -0.7028  0.091